Density functional theory data (wB97M-V/def2-TZVPD) for a structure of composition C33H35N3O2PdS6Sb.

The spin multiplicity is 3. The LUMO energy (alpha / beta) comes out at -1.8884 / -4.0209 eV. For the relative energy (zero: lowest compared OMol25 entry of this formula, charge and spin), the calculation gives 24.6 kcal per mole. Its total charge is +1. As for the expectation value of S²: 2.0077.

Each line ends with the Löwdin charge.
Element x y z (Å)
Pd: -1.197 0.909 0.273  0.496
C: -5.247 2.389 2.177  -0.517
C: -4.137 3.125 1.415  -0.453
S: -2.362 2.694 1.549  0.819
C: -2.126 1.922 3.160  -0.499
C: -2.620 0.485 3.282  -0.475
S: -2.356 -0.578 1.831  0.906
C: -3.915 -0.418 0.879  -0.493
C: -5.220 -0.415 1.673  -0.517
S: -6.194 1.077 1.367  0.903
H: -6.018 3.143 2.349  0.074
H: -4.933 2.089 3.178  0.068
H: -4.149 4.161 1.756  0.075
H: -4.334 3.133 0.342  0.069
H: -2.542 2.546 3.952  0.097
H: -1.040 1.948 3.265  0.041
H: -3.678 0.448 3.521  0.046
H: -2.106 -0.008 4.108  0.086
H: -3.860 -1.248 0.176  0.072
H: -3.848 0.484 0.278  0.017
H: -5.080 -0.541 2.746  0.061
H: -5.858 -1.242 1.365  0.079
N: -3.055 -6.708 -1.322  0.121
C: -2.535 -5.446 -1.390  -0.310
C: -2.352 -4.816 -2.629  -0.016
C: -1.786 -3.561 -2.701  -0.048
C: -1.388 -2.909 -1.540  -0.303
C: -1.563 -3.521 -0.302  -0.072
C: -2.132 -4.775 -0.225  -0.019
S: -0.724 -1.301 -1.642  0.581
O: -0.097 -1.148 -2.924  -0.317
O: 0.077 -1.099 -0.420  -0.412
N: -1.946 -0.269 -1.426  -0.242
C: -2.227 0.716 -2.346  -0.733
S: -2.064 0.655 -4.065  1.072
C: -2.731 2.240 -4.169  -0.395
C: -2.996 2.709 -2.932  -0.252
N: -2.716 1.853 -1.895  -0.002
H: -3.505 -7.099 -2.130  0.101
H: -3.350 -7.072 -0.434  0.100
H: -2.650 -5.325 -3.537  0.117
H: -1.639 -3.088 -3.664  0.119
H: -1.230 -3.020 0.597  0.087
H: -2.252 -5.255 0.738  0.115
H: -2.861 2.737 -5.116  0.066
H: -3.397 3.688 -2.712  0.104
S: 0.716 2.276 0.930  0.103
Sb: 2.634 1.161 0.311  1.353
C: 3.124 -0.331 1.703  -0.345
C: 4.147 -1.235 1.432  -0.118
C: 4.509 -2.173 2.388  -0.067
C: 3.856 -2.204 3.612  -0.067
C: 2.840 -1.298 3.885  -0.073
C: 2.474 -0.361 2.931  -0.127
C: 4.125 2.627 0.378  -0.361
C: 3.952 3.755 1.173  -0.129
C: 4.967 4.696 1.255  -0.069
C: 6.146 4.509 0.547  -0.067
C: 6.315 3.384 -0.248  -0.070
C: 5.304 2.438 -0.335  -0.119
C: 2.814 0.327 -1.599  -0.360
C: 2.823 -1.052 -1.786  -0.145
C: 3.018 -1.569 -3.055  -0.071
C: 3.180 -0.716 -4.138  -0.060
C: 3.155 0.659 -3.955  -0.063
C: 2.982 1.183 -2.683  -0.119
H: 4.671 -1.213 0.484  0.102
H: 5.302 -2.877 2.176  0.111
H: 4.142 -2.935 4.357  0.110
H: 2.336 -1.318 4.842  0.108
H: 1.678 0.347 3.139  0.076
H: 3.026 3.908 1.715  0.072
H: 4.837 5.576 1.870  0.110
H: 6.936 5.245 0.611  0.111
H: 7.233 3.243 -0.803  0.111
H: 5.438 1.565 -0.964  0.101
H: 2.659 -1.722 -0.953  0.098
H: 3.022 -2.641 -3.203  0.116
H: 3.320 -1.124 -5.130  0.112
H: 3.275 1.323 -4.800  0.111
H: 2.980 2.259 -2.544  0.109

Cartesian forces (eV/Å) of the 3 atoms listed first:
0.7 -0.2 0.2
0.0 0.1 0.1
0.0 0.0 0.0